1.
19
Properties=species:S:1:pos:R:3:forces:R:3:mulliken_charge:R:1 method="wB97M-V/def2-TZVPD" multiplicity=1 lumo_ev=1.00 total_charge=0 homo_lumo_gap_ev=10.562 de_lowest_kcal_mol=37.9 smiles=CC(C)[C@H]1C[C@H]1O
C 1.705440 1.266076 -0.260062 0.1 0.1 -0.1 -1.696
C 0.656839 0.238869 0.181947 0.2 -0.2 -1.5 0.582
C 1.184895 -1.201481 0.158897 0.0 0.0 0.0 -1.359
C -0.724957 0.466559 -0.467095 1.9 0.3 -1.8 -0.129
C -1.672871 -0.656697 -0.891803 0.2 0.0 0.1 -0.857
C -1.867676 0.181218 0.343352 -2.0 -1.0 1.4 0.019
O -1.655916 -0.474909 1.578390 -1.6 -0.5 -0.7 -0.547
H 1.242067 2.258926 -0.367900 0.2 -0.3 0.0 0.421
H 2.457071 1.354852 0.540645 -0.1 -0.1 -0.4 0.394
H 2.213373 1.002006 -1.194060 -0.1 0.1 0.1 0.335
H 0.561170 0.529291 1.185311 -0.4 0.1 1.8 0.188
H 2.081843 -1.276932 0.786416 -0.1 0.0 -0.2 0.418
H 1.449352 -1.539552 -0.853721 -0.1 0.2 0.2 0.333
H 0.451598 -1.903340 0.569389 0.1 0.1 -0.1 0.323
H -0.768155 1.329731 -1.147535 0.0 -0.2 0.5 0.427
H -2.333545 -0.479364 -1.736084 0.2 0.2 0.1 0.255
H -1.382848 -1.700168 -0.789978 0.0 0.3 0.3 0.225
H -2.748417 0.822295 0.384539 0.3 0.1 -0.1 0.367
H -0.849270 -0.217388 1.979348 1.1 0.6 0.4 0.301

2.
17
Properties=species:S:1:pos:R:3:forces:R:3:lowdin_spin:R:1 method="wB97M-V/def2-TZVPD" multiplicity=4 lumo_ev="-0.49 / -0.54" total_charge=0 homo_lumo_gap_ev="6.242 / 6.210"
H 0.838596 2.251502 3.088533 1.2 -0.7 -0.1 0.001
O 0.808773 -0.719370 -2.072559 0.4 -0.5 -1.7 0.030
C 0.510770 1.225642 2.929831 0.1 0.4 0.5 0.016
C 1.322596 -1.584648 -2.662715 1.4 -2.0 0.8 0.006
H 0.321837 0.591271 3.794164 -1.2 0.5 -0.2 0.001
H -3.133565 2.352658 -0.529381 0.2 -0.2 0.0 0.002
C -2.485053 1.465436 -0.390020 -0.5 -0.1 0.4 0.012
C -1.882976 1.571476 1.012022 -0.4 0.6 0.5 0.004
O -0.929388 0.502879 1.130554 -0.4 -1.7 -0.5 0.067
C 0.356266 0.718019 1.668672 1.3 0.1 0.1 0.005
O 1.900558 -2.519430 -3.056698 -1.2 1.8 0.0 0.001
O 1.226868 0.359532 0.774026 -0.6 1.3 0.3 0.052
Co -0.017282 0.447015 -0.717485 -1.2 0.7 0.3 2.678
O -1.500313 1.379271 -1.366807 0.7 -0.1 -0.2 0.123
H -3.155906 0.580730 -0.412656 0.2 0.2 0.0 0.001
H -2.644380 1.479764 1.799617 0.3 0.0 -0.2 0.000
H -1.348553 2.525496 1.135043 -0.1 -0.3 0.0 0.000

3.
17
Properties=species:S:1:pos:R:3:forces:R:3:mulliken_charge:R:1 method="wB97M-V/def2-TZVPD" multiplicity=1 lumo_ev=0.08 total_charge=0 homo_lumo_gap_ev=10.030 de_lowest_kcal_mol=0.0
C 0.637936 2.703454 -2.021724 0.8 0.0 0.2 -0.168
C -2.056456 -0.643248 1.132795 -1.4 -1.6 3.2 -0.118
C -1.969540 -0.186132 -0.161779 -2.3 1.7 -0.6 -0.595
C -0.965457 -1.154331 1.853961 1.2 1.5 -0.8 -0.594
C -0.714238 -0.005929 -0.721100 -0.5 0.2 0.9 -0.221
C 0.312314 -1.005081 1.284523 -0.7 -0.7 -0.1 -0.333
C 0.371097 -0.423924 0.022441 0.2 -0.8 0.3 0.654
C 1.645321 -0.417041 -0.659365 0.3 0.1 0.1 0.365
N 1.749012 2.472623 -1.742115 -0.2 0.4 -0.2 -0.144
O 1.836239 -0.204401 -1.808237 0.8 -0.3 0.2 -0.479
F 2.658422 -0.712717 0.224911 0.3 0.2 -0.9 -0.278
H -3.003288 -0.707340 1.836202 1.4 0.4 -2.3 0.219
H -2.959995 0.220600 -0.600693 2.0 -0.7 0.3 0.273
H -1.084874 -1.390199 2.893816 -0.1 -0.5 0.2 0.369
H -0.455084 0.606069 -1.559695 -0.6 -0.2 -0.8 0.287
H 1.275525 -1.381968 1.649255 -0.9 0.2 0.5 0.428
H 2.723065 2.229564 -1.623196 -0.6 0.1 -0.1 0.334

These records have E_tot values of -310.99895; -1952.98133; -538.25210 Eh, in the order they appear.